Computed, not measured: a molecular structure, C20H34Br2N6O2PRuS, with ωB97M-V/def2-TZVPD.

Each line ends with the Mulliken charge.
Cartesian coordinates (Å):
Ru1 -0.343583 -0.108452 -0.085404  0.608
Br1 -0.497588 -1.373473 -4.902891  -0.016
C1 0.688588 -1.907656 -3.585490  -0.375
C2 1.730215 -2.789210 -3.869840  -0.305
C3 2.624135 -3.199646 -2.892546  -0.081
Br2 3.971333 -4.375808 -3.350509  -0.037
C4 2.515341 -2.724357 -1.534844  0.231
C5 3.355678 -3.063884 -0.461420  -0.507
C6 3.111369 -2.525237 0.781650  -1.031
C7 2.045368 -1.644601 0.966255  -0.301
N1 1.251315 -1.302931 -0.039037  0.200
C8 1.470165 -1.840572 -1.268935  0.606
C9 0.552183 -1.434627 -2.273176  1.051
O1 -0.400230 -0.608802 -1.889535  -0.443
H1 1.840967 -3.162678 -4.879242  0.481
H2 4.185182 -3.743151 -0.609123  0.420
H3 3.737514 -2.773642 1.626872  0.456
H4 1.830176 -1.206237 1.932639  0.587
C10 -2.887010 1.153158 0.726098  -1.021
N2 -3.423666 -0.064494 0.118052  0.336
C11 -4.781351 0.149738 -0.417063  -1.033
P1 -2.985905 -1.515039 0.804934  0.722
O2 -1.421286 -1.485999 0.814201  -0.919
N3 -3.595394 -2.670683 -0.139522  0.381
C12 -4.223814 -3.897028 0.376073  -0.990
C13 -3.430086 -2.647093 -1.597391  -1.090
N4 -3.450916 -1.728951 2.335062  0.184
C14 -4.876900 -1.598458 2.667800  -1.032
C15 -2.561207 -1.980224 3.473469  -0.933
H5 -3.036386 2.000650 0.058531  0.440
H6 -1.796649 1.073181 0.924654  0.234
H7 -3.326530 1.380485 1.702612  0.342
H8 -4.725961 0.797560 -1.291254  0.321
H9 -5.429061 0.616687 0.328528  0.380
H10 -5.225047 -0.795563 -0.713858  0.418
H11 -4.143088 -3.941401 1.457803  0.351
H12 -3.715600 -4.763507 -0.045655  0.323
H13 -5.275438 -3.927396 0.090313  0.354
H14 -2.961924 -1.717943 -1.919091  0.293
H15 -4.400281 -2.737153 -2.087829  0.374
H16 -2.808309 -3.487399 -1.910602  0.342
H17 -5.478740 -1.526707 1.761582  0.312
H18 -5.051893 -0.713827 3.281564  0.338
H19 -5.209696 -2.479705 3.216460  0.428
H20 -1.571984 -2.261824 3.126436  0.237
H21 -2.966688 -2.803079 4.062213  0.349
H22 -2.490525 -1.098526 4.112360  0.313
C16 0.604278 6.511357 0.771381  -1.045
C17 -0.376579 5.370125 0.965260  -0.394
N5 0.260289 4.044519 0.767566  -0.106
C18 0.172244 3.177136 -0.213321  0.739
S1 1.052314 1.640441 0.059694  -0.425
N6 -0.430740 3.332635 -1.378688  0.023
C19 -0.873405 4.570867 -2.069387  -0.430
C20 -2.381584 4.722380 -2.093342  -1.034
H23 0.116255 7.452215 1.021234  0.366
H24 0.961680 6.573253 -0.256839  0.268
H25 1.468617 6.402737 1.426459  0.370
H26 -1.233467 5.438557 0.302973  0.052
H27 -0.765427 5.356450 1.983022  0.412
H28 0.858214 3.753610 1.530079  0.283
H29 -0.399196 2.514435 -1.968878  0.132
H30 -0.473762 4.497250 -3.080255  0.415
H31 -0.374428 5.416004 -1.605718  0.077
H32 -2.853866 3.864874 -2.574568  0.348
H33 -2.649024 5.608735 -2.667007  0.383
H34 -2.799535 4.831411 -1.091565  0.267

Atomic forces in eV per Å
Ru 0.19 -0.67 -0.89
Br 0.01 -0.01 0.02
C -0.06 0.12 0.29
C 0.25 -0.18 0.05
C -0.16 0.14 0.07
Br 0.08 -0.06 -0.03
C 0.12 -0.15 -0.20
C -0.03 -0.03 -0.21
C -0.12 0.15 0.23
C 0.19 -0.08 0.26
N -0.27 0.02 -0.56
C -0.30 0.12 -0.49
C 0.51 -0.32 0.08
O -0.22 0.65 1.11
H 0.00 0.00 0.01
H 0.00 -0.01 -0.02
H -0.02 0.01 0.01
H 0.03 -0.01 0.01
C 0.09 -0.09 -0.01
N 0.02 -0.01 0.00
C -0.03 -0.01 0.02
P -0.27 -0.14 0.07
O 0.47 0.46 0.08
N -0.03 0.09 -0.02
C 0.08 -0.02 0.02
C 0.00 0.03 0.01
N 0.00 0.17 -0.06
C -0.03 -0.02 -0.02
C 0.00 -0.07 0.00
H -0.04 -0.02 -0.03
H -0.22 0.20 0.06
H -0.04 0.03 -0.02
H 0.00 0.00 0.00
H 0.01 0.01 0.00
H 0.02 -0.02 -0.03
H -0.02 -0.02 -0.02
H -0.01 -0.01 0.01
H 0.00 0.00 -0.02
H -0.01 0.00 0.00
H -0.01 0.00 0.01
H 0.00 0.00 0.00
H -0.01 0.02 0.02
H 0.00 -0.01 0.01
H 0.00 0.01 0.02
H 0.01 0.02 0.01
H 0.01 0.00 0.00
H -0.01 0.00 0.00
C 0.02 0.01 -0.01
C 0.00 0.01 -0.08
N -0.01 -0.05 0.03
C -0.15 0.08 -0.05
S -0.15 -0.28 0.14
N 0.09 -0.03 0.05
C 0.01 0.03 0.04
C -0.03 -0.02 0.01
H -0.01 0.00 -0.01
H 0.00 0.00 0.01
H -0.01 0.00 0.01
H -0.02 0.01 -0.01
H 0.05 0.00 0.02
H -0.01 0.00 0.02
H 0.03 -0.01 -0.03
H -0.02 -0.02 0.00
H -0.01 0.02 0.02
H 0.00 0.00 -0.01
H 0.00 0.00 0.01
H 0.00 0.00 0.00

HOMO-LUMO gap (spin up / spin down): 4.92 / 4.93 eV
Net charge: +3
E: -7243.0881 Ha
Energy above the lowest of the compared OMol25 structures with the same formula, charge and spin: 0.000 eV

---

Computed, not measured: a molecular structure, C20H34Cl2N3O4Tl, with ωB97M-V/def2-TZVPD.

Each line ends with the Mulliken charge.
Cartesian coordinates (Å):
O1 -2.844093 -1.908574 0.229401  -0.418
C1 -3.714876 -2.535431 -0.356256  -0.014
C2 -4.723687 -3.424314 0.311303  0.487
C3 -4.863748 -3.304667 1.693701  -0.335
H1 -4.442955 -2.437501 2.198990  0.353
C4 -5.494287 -4.309466 2.428748  -0.408
H2 -5.530683 -4.228723 3.522246  0.337
C5 -6.058936 -5.411815 1.772555  -0.389
H3 -6.519864 -6.209735 2.363123  0.355
C6 -6.056596 -5.450792 0.369766  -0.436
H4 -6.543920 -6.284862 -0.131290  0.354
C7 -5.417411 -4.444661 -0.362529  -0.498
H5 -5.432156 -4.441559 -1.448551  0.357
H6 -3.800460 -2.531135 -1.458507  0.327
C8 1.420664 -3.138411 -0.813305  -1.360
C9 1.779414 -1.702624 -0.978621  0.904
H7 2.245104 -3.783299 -1.150915  0.362
H8 0.512604 -3.410187 -1.372418  0.227
H9 1.208773 -3.372955 0.241300  0.249
C10 2.844032 -1.146879 -1.499834  -0.169
C11 4.088965 -1.798873 -2.017050  -1.487
H10 2.912873 -0.058180 -1.545756  0.192
H11 4.021899 -2.883182 -1.965481  0.359
H12 4.966349 -1.477793 -1.452461  0.242
H13 4.265133 -1.517698 -3.057056  0.299
Tl1 0.494580 -0.125441 0.010559  1.287
Cl1 0.290314 -1.208340 2.204199  -0.563
Cl2 -1.268991 -0.517120 -1.754777  -0.564
H14 -3.286981 1.407486 2.634239  0.378
H15 -2.117416 2.124322 4.703676  0.294
C12 -2.324843 1.122812 2.191427  -1.029
C13 -1.149001 1.918826 4.233858  -0.859
N1 -1.279728 1.951105 2.784099  0.286
H16 -2.331530 1.282122 1.112671  0.251
C14 -0.358833 2.559369 2.025730  0.098
O2 -0.249625 2.412575 0.786469  -0.620
H17 -0.427435 2.687053 4.534220  0.299
H18 0.331021 3.206846 2.608614  0.237
H19 -2.128488 0.063812 2.399938  0.362
H20 -0.797691 0.935116 4.577562  0.282
H21 1.521727 3.899087 -4.422726  0.307
H22 -1.083063 4.193070 -4.284004  0.320
C15 1.350365 2.823160 -4.299475  -0.896
C16 -1.127587 3.106043 -4.151877  -0.896
N2 0.105626 2.595216 -3.580958  0.226
H23 2.156527 2.371999 -3.720871  0.189
C17 0.140558 1.928832 -2.421225  0.363
O3 1.182122 1.463216 -1.922049  -0.718
H24 -1.960328 2.861975 -3.477966  0.236
H25 -0.842052 1.808479 -1.934588  0.175
H26 1.300742 2.370630 -5.296027  0.313
H27 -1.331479 2.664361 -5.133543  0.320
C18 5.444205 1.333624 0.919073  -0.723
N3 4.551908 2.457146 1.146746  0.185
C19 5.074561 3.734476 1.609094  -0.838
C20 3.241891 2.227348 0.936947  -0.138
O4 2.835697 1.087970 0.611665  -0.512
H28 6.461466 1.648852 1.151813  0.315
H29 5.374760 1.015263 -0.129572  0.208
H30 5.145580 0.490615 1.556131  0.261
H31 4.811525 4.553730 0.924277  0.321
H32 4.699939 3.998637 2.609781  0.319
H33 6.161768 3.673234 1.665562  0.257
H34 2.566051 3.085807 1.070208  0.376

Atomic forces in eV per Å
O -1.75 -1.12 -0.32
C 0.46 0.49 0.35
C -0.01 0.06 0.47
C -0.01 -0.51 0.40
H 0.16 -0.28 -0.13
C -0.14 0.10 -0.03
H -0.06 -0.09 -0.50
C 0.15 0.41 -0.14
H 0.15 0.26 -0.34
C -0.01 0.15 0.32
H 0.09 0.24 -0.02
C 0.33 0.15 0.39
H 0.15 -0.21 0.07
H 0.29 0.18 -0.07
C -0.09 -0.28 0.25
C -0.65 0.67 0.72
H -0.21 0.05 0.05
H 0.25 0.21 0.05
H 0.11 0.09 -0.25
C 1.16 0.77 -0.36
C -0.17 -0.45 -0.33
H -0.11 -0.28 0.13
H 0.15 -0.10 -0.04
H -0.03 0.03 0.11
H 0.03 -0.02 -0.07
Tl 0.76 -1.05 -1.22
Cl -0.27 0.32 0.73
Cl -0.69 0.07 -0.21
H 0.14 -0.01 -0.15
H 0.16 0.04 -0.10
C 0.09 -0.16 0.11
C 0.03 0.11 -0.03
N 0.22 0.15 -0.02
H -0.09 -0.06 0.14
C -0.11 -0.72 -0.83
O 0.11 0.04 1.24
H -0.17 -0.19 0.06
H -0.21 -0.20 -0.28
H -0.04 0.19 -0.11
H -0.05 0.21 -0.20
H 0.02 -0.12 0.06
H 0.06 -0.10 0.11
C -0.22 0.04 -0.15
C -0.15 -0.09 0.26
N 0.34 0.15 -0.23
H -0.08 0.10 -0.16
C 0.35 -0.10 0.53
O -0.98 0.63 -0.12
H 0.25 0.07 -0.23
H 0.41 0.25 -0.23
H 0.04 0.00 0.12
H 0.10 -0.07 0.15
C 0.01 -0.24 -0.01
N -0.32 0.12 -0.04
C -0.31 0.39 0.07
C -0.22 -1.81 -0.39
O 0.29 1.98 0.63
H -0.09 -0.14 -0.05
H 0.09 -0.02 0.28
H 0.18 0.14 -0.21
H 0.09 -0.23 0.13
H 0.10 -0.14 -0.24
H -0.17 0.01 -0.04
H 0.08 -0.09 -0.03

HOMO-LUMO gap (spin up / spin down): 7.41 / 7.41 eV
E: -2340.5427 Ha

---

Computed, not measured: a molecular structure, C20H34F6Na4O24S2, with ωB97M-V/def2-TZVPD.

Each line ends with the Mulliken charge.
Cartesian coordinates (Å):
Na1 -0.303104 3.848627 2.475887  0.807
Na2 0.964368 -0.821547 5.646658  1.006
Na3 -3.214287 1.501080 3.356188  0.952
Na4 3.205769 2.861969 2.708679  0.951
C1 -3.182079 2.795100 -1.053026  0.325
F1 -4.066352 1.800482 -1.113849  -0.206
F2 -1.940024 2.298586 -1.071178  0.163
F3 -3.379653 3.550032 -2.118784  -0.258
S1 -3.455417 3.722697 0.572438  1.113
O1 -4.481926 4.700364 0.369945  -0.653
O2 -3.899319 2.666281 1.498541  -0.699
O3 -2.144071 4.311643 0.868233  -0.726
C2 0.187151 -0.548541 0.863667  0.340
F4 -0.599112 -1.529028 1.271816  -0.075
F5 1.368526 -0.986355 0.552409  -0.164
F6 -0.464901 0.061907 -0.111381  -0.186
S2 0.391549 0.704229 2.227582  0.385
O4 0.808266 -0.101157 3.374298  -0.518
O5 1.384385 1.650374 1.695366  -0.247
O6 -0.910263 1.322391 2.466329  -0.542
C3 -1.691672 1.368063 -3.204475  -0.447
C4 -0.867887 0.470741 -2.274597  0.646
O7 -1.834252 -0.358472 -1.661097  0.231
C5 -3.063127 -0.181231 -2.218491  0.149
O8 -4.014272 -0.827889 -1.985231  -0.221
O9 -3.000159 0.803665 -3.137843  -0.361
H1 -1.383860 1.313578 -4.245837  0.417
H2 -1.783212 2.398788 -2.859186  0.212
H3 -0.303640 1.055564 -1.550774  -0.625
H4 -0.181540 -0.131776 -2.867517  0.367
C6 1.027722 3.951067 -0.848371  0.279
O10 2.275575 4.449224 -1.347740  -0.311
C7 3.338722 3.897319 -0.793956  0.716
O11 3.367414 3.089476 0.106641  -0.441
O12 4.393462 4.431073 -1.371380  -0.359
C8 5.674891 3.844256 -1.147834  -0.659
H5 0.232743 4.463462 -1.381454  0.173
H6 0.941729 4.191858 0.213940  0.055
H7 0.939289 2.879090 -1.016551  -0.205
H8 5.750688 3.019530 -1.864975  0.266
H9 5.789712 3.445857 -0.142463  0.274
H10 6.416208 4.574883 -1.454587  0.277
C9 -6.012977 -1.646396 3.331611  -0.708
O13 -5.355563 -2.300229 2.272127  -0.347
C10 -4.526755 -1.574645 1.546114  0.707
O14 -4.097490 -0.481961 1.833868  -0.254
O15 -4.195356 -2.292416 0.479969  -0.285
C11 -3.504521 -1.644513 -0.595033  -0.892
H11 -6.506608 -0.732746 2.995241  0.311
H12 -5.368335 -1.395846 4.180052  0.214
H13 -6.805516 -2.254064 3.763426  0.272
H14 -3.781658 -2.212870 -1.481087  0.146
H15 -2.439090 -1.687717 -0.399212  0.305
H16 -3.867769 -0.636747 -0.794658  0.256
C12 0.110654 -4.609294 -0.210901  -0.109
O16 1.452750 -4.967237 -0.505953  -0.380
C13 2.233484 -4.028819 -1.022291  0.833
O17 1.906017 -2.911158 -1.311200  -0.544
O18 3.445133 -4.538220 -1.106326  -0.375
C14 4.489010 -3.695229 -1.569207  -0.551
H17 0.077395 -3.664095 0.334661  -0.266
H18 -0.322177 -5.437133 0.338249  0.281
H19 -0.441709 -4.432665 -1.137772  0.342
H20 5.027427 -3.284255 -0.716581  0.259
H21 4.081267 -2.998530 -2.298703  0.178
H22 5.244520 -4.240837 -2.137158  0.315
C15 3.040987 -0.172431 -2.008651  -0.501
O19 3.490438 1.089442 -2.441882  -0.363
C16 2.729466 1.776823 -3.263196  0.847
O20 1.719431 1.352075 -3.763236  -0.579
O21 3.260497 2.971371 -3.492396  -0.301
C17 2.454900 3.882941 -4.237821  -0.689
H23 3.897482 -0.738727 -1.655487  0.353
H24 2.645004 -0.796997 -2.814958  0.391
H25 2.228901 -0.141216 -1.288651  0.030
H26 2.273401 3.489385 -5.235207  0.353
H27 3.011063 4.815688 -4.278102  0.248
H28 1.515613 4.099037 -3.727334  0.215
C18 2.209492 -3.270055 3.704313  -0.466
O22 0.971773 -3.771089 3.232732  -0.210
C19 -0.125738 -3.394730 3.842408  0.973
O23 -0.232146 -2.724545 4.854680  -0.708
O24 -1.151767 -3.916328 3.214318  -0.328
C20 -2.455167 -3.433805 3.593058  -0.506
H29 2.496145 -3.765105 4.634210  0.335
H30 2.164891 -2.191447 3.870308  -0.015
H31 2.973151 -3.461056 2.956862  0.265
H32 -2.579030 -3.566583 4.668110  0.413
H33 -3.187812 -4.046967 3.082912  0.270
H34 -2.487186 -2.375310 3.337762  0.065

Atomic forces in eV per Å
Na -1.03 -0.14 -0.99
Na -0.41 -0.59 -0.44
Na -0.53 -0.40 -1.20
Na 0.20 -0.35 -1.12
C -1.51 0.55 1.15
F 0.10 0.18 0.58
F -0.31 0.58 1.90
F 0.32 0.44 0.12
S -1.65 0.45 0.62
O 0.42 -0.23 -0.64
O 1.35 0.07 -0.05
O 1.06 -0.65 0.53
C -1.47 0.92 0.99
F 0.22 -0.42 0.54
F 0.43 -0.25 -0.38
F 1.94 -0.45 2.52
S -0.46 -0.72 0.29
O 0.62 0.41 0.20
O -0.12 0.23 0.99
O 0.13 0.59 0.05
C 0.13 0.03 -1.10
C 0.39 0.99 -2.33
O -1.36 0.02 -1.14
C 3.07 2.58 -5.23
O -3.84 7.42 -15.64
O -0.28 -0.37 0.12
H 0.16 0.04 0.05
H 0.65 -0.56 -1.23
H -0.28 -0.08 -0.99
H 0.00 -0.20 0.24
C -0.14 0.19 -0.19
O -0.82 -0.33 0.55
C 1.30 1.02 -0.90
O -0.43 -0.43 1.20
O -0.21 0.34 0.26
C 0.07 -0.83 -0.89
H 0.11 0.11 -0.04
H -0.02 -0.11 0.01
H 0.09 -0.02 0.15
H 0.06 -0.06 0.25
H 0.07 0.33 0.04
H -0.06 0.18 0.44
C -0.70 0.87 0.89
O -0.77 -0.53 0.64
C 1.00 -1.50 -1.72
O 0.33 1.11 0.74
O -0.84 -0.58 2.83
C 1.68 -5.30 8.06
H 0.21 0.04 -0.13
H 0.37 -0.02 -0.26
H 0.18 -0.53 -0.48
H 0.61 -3.05 2.51
H -0.10 -0.44 0.23
H -0.27 -0.72 7.92
C -0.39 0.68 -0.57
O 0.22 -0.30 0.11
C -0.14 -0.49 0.47
O -0.30 0.73 -0.23
O 0.75 -0.72 -0.13
C 0.39 0.08 -0.74
H 0.03 -0.31 0.24
H 0.05 0.07 0.09
H 0.00 -0.21 0.04
H -0.31 0.51 -0.04
H 0.08 0.50 0.46
H -0.38 -0.66 0.23
C -0.49 -1.55 -0.70
O 1.06 0.59 0.72
C -0.60 -0.26 -1.01
O -0.56 0.21 0.12
O 0.31 -0.25 0.52
C -0.15 0.34 -0.31
H 0.06 0.39 0.43
H 0.04 0.42 -0.25
H 0.29 0.44 0.19
H -0.06 0.06 0.02
H 0.15 -0.14 -0.08
H -0.01 -0.29 -0.09
C 0.41 0.10 0.64
O 0.46 0.11 -0.43
C -1.12 -0.65 0.04
O 0.87 0.94 0.34
O 0.07 -0.11 -0.43
C 0.30 -0.09 0.67
H -0.05 -0.04 -0.05
H -0.08 0.01 -0.16
H -0.21 -0.16 -0.15
H -0.05 0.10 -0.04
H 0.08 0.18 -0.32
H -0.39 -0.06 -0.11

HOMO-LUMO gap: 3.50 eV
Net charge: +2
E: -4632.4447 Ha
Energy above the lowest of the compared OMol25 structures with the same formula, charge and spin: 12.846 eV

---

> Number 3 is which compound?

C20H34F6Na4O24S2